ORCA calculation (ωB97M-V/def2-TZVPD) on a cluster of 5 separate species, C35H75O7PS in total in a non-equilibrium geometry.

Summary:
LUMO level = 0.0057 Ha

Atoms and positions in Å:
C -3.799 0.037 -0.875
H 3.025 -1.881 -4.777
H 3.999 -5.217 6.531
H 0.510 -6.222 7.823
C 2.356 1.095 0.010
O 3.727 0.655 -0.361
H -6.446 -1.605 6.591
O -0.966 0.997 1.236
H -2.005 0.062 -8.077
H 0.045 2.941 -2.229
H 0.991 -0.810 -3.798
H 1.079 -5.605 4.058
H 1.624 -4.466 5.274
H 0.403 -0.226 -7.560
H 0.698 0.051 -5.297
H -0.735 -1.981 -5.021
C 3.745 7.490 -5.157
H -5.331 -0.352 4.850
H -0.472 -1.301 2.332
H -4.630 2.171 -1.334
H 0.910 -7.412 5.721
C -0.455 -5.004 5.421
O 2.252 0.937 -2.467
H 5.122 8.981 -4.424
H 2.424 7.879 -6.810
H 2.767 -0.986 -6.288
C 0.763 -3.059 1.633
H -0.087 2.804 -0.386
H 1.938 -7.226 7.927
H -4.720 -1.877 6.735
H 0.689 -2.990 -4.909
H 1.933 -4.185 7.536
H 2.237 6.289 -6.104
H -2.082 -2.229 3.950
P -1.321 0.077 0.046
H 3.120 -0.114 -4.795
H 2.345 3.633 -2.556
H -1.107 -5.864 5.242
H 0.131 7.701 -3.197
H -3.419 0.018 -1.968
H 1.302 -2.536 -7.235
H -0.587 -4.680 6.456
H -6.724 -3.804 5.437
H -0.138 -1.360 -8.781
C -5.407 -1.438 4.724
H -6.315 -1.607 4.132
H 1.093 5.428 1.399
H -6.008 -3.974 7.046
H 2.533 -6.773 5.596
H 4.513 7.046 -5.801
H 1.594 -2.727 0.899
H -2.332 -1.614 -7.614
O 2.827 -1.546 -1.420
C -0.227 -1.106 -7.719
H -5.299 1.370 0.189
C 2.346 -5.114 7.945
H 4.156 9.518 -5.804
H -3.165 0.130 5.576
H 0.552 5.332 -2.733
S 3.368 -0.173 -1.818
C 0.289 -2.289 -6.897
H 0.416 -4.126 1.361
C -0.475 -2.002 1.409
O 4.683 -0.374 -2.526
H 2.240 1.773 0.932
H -4.184 -1.405 2.961
C 1.737 1.735 -1.340
H -4.767 -0.615 -0.877
H 1.914 0.081 0.384
H -4.986 -4.115 5.614
H 4.270 -6.108 8.041
H -3.559 2.069 0.266
H -4.355 -2.998 3.663
C -2.846 -1.791 4.601
H -2.452 0.240 3.954
H 1.584 5.181 -4.157
H 1.267 8.943 -4.933
C 0.989 7.220 -3.680
C 1.186 7.857 -5.057
H 3.428 9.414 -4.190
C -5.588 -2.080 6.100
H -0.324 -3.170 -7.122
C -5.839 -3.580 6.040
C 0.296 -2.081 -5.380
C 2.606 3.120 -1.546
H -1.471 -0.295 5.326
H 4.360 -4.342 8.020
H -0.789 -4.187 4.773
C 1.522 -6.529 5.941
C -4.206 -1.942 3.917
H 1.853 7.419 -3.039
H 1.122 -2.988 2.722
H 2.240 -5.043 9.033
C 2.390 7.345 -5.852
C 0.197 2.198 -1.341
C 1.104 -0.879 -4.886
C 0.996 -5.349 5.121
H 3.760 6.919 -4.223
H -1.776 1.453 -2.102
C -1.679 -0.756 -7.429
C 0.731 5.722 -3.739
C 2.589 -0.976 -5.210
H 3.745 2.925 -1.570
H -1.817 -0.433 -6.394
H 0.281 7.692 -5.655
C 1.539 -6.319 7.458
H -0.359 0.241 -2.292
C -4.311 1.528 -0.413
C -2.468 -0.343 4.880
C 3.828 -5.205 7.611
C -0.868 0.983 -1.548
C 2.300 4.205 -0.369
C 4.129 8.937 -4.879
H -1.485 -2.556 1.425
H -0.151 5.501 -4.349
O -0.233 -1.283 0.143
O -2.898 -0.586 0.085
C 1.773 4.824 0.680
H -2.820 -2.363 5.534

ORCA calculation (ωB97M-V/def2-TZVPD) on a cluster of 3 separate species, C3H14N2O2 in total in a non-equilibrium geometry.

Summary:
LUMO level = 0.0171 Ha
energy above the lowest of the compared OMol25 structures with the same formula, charge and spin = 132.54 kJ/mol

Atoms and positions in Å:
N 1.417 0.713 0.253
H -0.160 -0.685 2.771
O -0.748 -2.042 -2.074
H 0.682 2.429 -0.601
H -0.597 -2.970 -1.816
H 1.508 -0.292 0.158
H 1.597 -0.618 2.580
H -2.878 -1.742 -0.369
H -0.316 -0.243 -1.313
H 0.769 0.531 3.514
N -0.184 0.744 -1.517
H 0.688 1.978 1.729
C 0.507 0.944 1.425
H -0.166 -2.087 -2.845
O -2.252 -1.086 0.001
C 0.956 1.405 -0.930
H 1.821 1.543 -1.569
H -0.491 0.838 0.998
C 0.685 -0.017 2.570
H -2.449 -0.279 -0.480
H -0.388 0.935 -2.486

ORCA calculation (ωB97M-V/def2-TZVPD) on a structure of composition C11H24BeBrCaCl2N2O9PS3 in a non-equilibrium geometry.

Summary:
LUMO level = -0.2012 Ha

Atoms and positions in Å:
O -2.388 0.309 3.426
O 0.526 -1.735 -1.977
O -1.902 -2.920 7.736
H 0.932 0.830 -2.231
Cl 0.964 2.437 -2.276
O -4.036 -2.977 7.466
Ca 2.064 -1.557 4.673
H -1.871 0.272 -3.520
O -0.256 1.720 3.996
H -1.726 -2.935 2.288
H -2.313 -2.922 4.105
H 2.281 0.999 -1.066
H 0.461 -2.713 3.662
H 3.960 -1.845 -2.574
H 3.692 -0.626 -4.699
C 2.913 0.678 -3.129
C -1.843 -2.255 3.262
Be 5.805 3.211 3.805
C 2.872 -0.594 -3.975
Cl 5.505 1.021 2.905
C 2.951 -1.749 -2.988
O -0.999 1.828 1.619
H 1.927 -0.638 -4.530
C 1.937 0.488 -1.969
P 2.022 -0.448 2.324
H -3.605 3.364 -4.314
H 2.611 -1.794 2.364
H -0.243 -1.148 1.447
H -2.770 1.671 -2.905
O -2.747 -3.972 6.060
H 2.658 1.564 -3.718
O 2.507 -1.563 -0.399
S 1.861 -1.271 -1.663
N -1.516 3.419 -4.645
S -0.853 0.854 2.818
C -2.766 -0.971 2.808
H 3.927 0.823 -2.738
O -0.015 1.783 -4.312
S 2.835 0.531 3.800
N -2.895 -3.289 7.087
C -2.289 1.246 -3.790
C -1.187 2.152 -4.262
H -3.034 4.350 -5.685
C 0.134 -0.697 2.461
H -2.785 4.918 -4.016
Br -4.536 -1.324 0.824
H -3.895 -1.188 3.113
H -2.746 -0.843 1.631
H -0.720 3.967 -4.950
H 2.628 -2.700 -3.414
C -2.820 4.037 -4.661
H 2.343 0.078 1.020
H -3.021 1.098 -4.588
C -0.281 -1.795 3.640
H -0.259 -1.174 4.655